Run A
ORCA calculation (wB97M-V/def2-TZVPD) on C43H51IN5P2RbS2Si as an isolated structure.

Total charge: 0
Multiplicity: 1
LUMO, eV: 0.091
HOMO level, eV: -6.45
M, u: 1004.5

Geometry (Å):
1 Rb 0.28630 0.05653 -0.10732
2 C -3.68794 -1.19450 0.68267
3 C -3.01266 -1.92396 1.86212
4 N -1.68275 -2.42819 1.55499
5 C -1.60998 -3.73212 0.92007
6 C -2.08857 -3.78704 -0.53450
7 S -1.33313 -2.61410 -1.70352
8 C -2.75753 -1.61238 -2.23297
9 C -2.94954 -0.28006 -1.49377
10 N -2.73796 -0.39757 -0.06148
11 H -4.13283 -1.92599 0.00650
12 H -4.52814 -0.60611 1.07485
13 H -2.90593 -1.22236 2.69300
14 H -3.68569 -2.72202 2.21144
15 H -1.12137 -2.42724 2.39490
16 H -0.57008 -4.05933 0.95146
17 H -2.19669 -4.48878 1.46689
18 H -1.87460 -4.78990 -0.90648
19 H -3.16908 -3.66113 -0.59650
20 H -2.60086 -1.40515 -3.29172
21 H -3.64162 -2.24920 -2.17270
22 H -2.22248 0.44223 -1.87160
23 H -3.94799 0.10316 -1.75483
24 H -2.61410 0.51557 0.35888
25 N 2.34200 -2.25890 2.04876
26 P 2.56523 -0.54073 2.24851
27 C 1.45650 -0.22962 3.67900
28 C 0.94136 1.05408 3.83667
29 C 0.18037 1.37826 4.95547
30 C -0.10510 0.40933 5.90368
31 C 0.39335 -0.88061 5.74910
32 C 1.18302 -1.19198 4.65363
33 C 4.17503 -0.43685 3.11794
34 C 4.77982 0.81546 3.19050
35 C 5.98198 0.97894 3.86429
36 C 6.59646 -0.11613 4.45830
37 C 6.00678 -1.37079 4.37383
38 C 4.79927 -1.53196 3.70540
39 P 2.11680 -2.75350 0.37246
40 C 3.82731 -2.59589 -0.24196
41 C 4.01730 -1.97564 -1.47143
42 C 5.29770 -1.83482 -1.99916
43 C 6.38796 -2.30790 -1.28798
44 C 6.20619 -2.92826 -0.05259
45 C 4.93121 -3.07672 0.46416
46 C 1.98897 -4.56534 0.60772
47 C 2.13121 -5.21755 1.82707
48 C 1.95651 -6.59628 1.91254
49 C 1.64526 -7.33165 0.77966
50 C 1.50313 -6.68645 -0.44509
51 C 1.66562 -5.31315 -0.52723
52 H 1.56006 -2.58255 2.60845
53 H 1.14068 1.81179 3.08645
54 H -0.19854 2.38490 5.07816
55 H -0.71049 0.65841 6.76583
56 H 0.18872 -1.63614 6.49744
57 H 1.61730 -2.18428 4.58323
58 H 4.31404 1.66872 2.70732
59 H 6.44505 1.95620 3.91394
60 H 7.53829 0.00714 4.97750
61 H 6.48983 -2.22793 4.82689
62 H 4.33916 -2.51068 3.62855
63 H 3.16455 -1.58868 -2.01842
64 H 5.43477 -1.34372 -2.95442
65 H 7.38615 -2.19331 -1.69170
66 H 7.06135 -3.29471 0.50119
67 H 4.78297 -3.56196 1.42239
68 H 2.39648 -4.65958 2.71689
69 H 2.07007 -7.09298 2.86810
70 H 1.51228 -8.40378 0.84733
71 H 1.25660 -7.25367 -1.33373
72 H 1.53000 -4.81238 -1.48134
73 C -0.80392 2.25873 -5.74554
74 Si 0.60389 3.36314 -5.24354
75 C -0.00210 5.04044 -4.72168
76 C 1.66079 3.60794 -6.77346
77 C 1.70640 2.56934 -3.94470
78 C 3.04178 2.32037 -4.22211
79 C 3.88397 1.73405 -3.27718
80 C 3.31738 1.37833 -2.07570
81 N 2.03153 1.57946 -1.76621
82 C 1.22240 2.20033 -2.65550
83 S -0.42549 2.54210 -2.17291
84 H -1.41831 2.75806 -6.50074
85 H -1.42832 2.01448 -4.88320
86 H -0.42253 1.33112 -6.18136
87 H -0.48274 5.55129 -5.56189
88 H 0.83582 5.65617 -4.38309
89 H -0.71398 4.95094 -3.90042
90 H 1.06267 4.08261 -7.55705
91 H 2.02798 2.65585 -7.16815
92 H 2.52259 4.25413 -6.58283
93 H 3.45042 2.59172 -5.18885
94 H 4.93336 1.55780 -3.47218
95 H 3.91990 0.89928 -1.30865
96 I -3.85496 2.71055 5.29458
97 C -2.81473 3.03512 3.52910
98 C -2.51541 4.31579 3.09621
99 C -1.79760 4.45777 1.92071
100 C -1.40716 3.32124 1.22619
101 N -1.68944 2.08854 1.65614
102 C -2.38346 1.94866 2.78350
103 H -2.83632 5.18083 3.66167
104 H -1.54612 5.43802 1.53863
105 H -0.85934 3.38371 0.28805
106 H -2.59262 0.93763 3.11421

Results of the Löwdin charge analysis, in e, for atoms 1 through 99:
1 Rb 0.507
2 C -0.206
3 C -0.197
4 N -0.079
5 C -0.276
6 C -0.449
7 S 0.818
8 C -0.454
9 C -0.294
10 N -0.133
11 H 0.095
12 H 0.119
13 H 0.097
14 H 0.117
15 H 0.094
16 H 0.080
17 H 0.118
18 H 0.068
19 H 0.062
20 H 0.072
21 H 0.067
22 H 0.038
23 H 0.120
24 H 0.056
25 N -0.415
26 P 0.929
27 C -0.363
28 C -0.101
29 C -0.084
30 C -0.079
31 C -0.074
32 C -0.096
33 C -0.365
34 C -0.102
35 C -0.082
36 C -0.087
37 C -0.082
38 C -0.102
39 P 0.925
40 C -0.376
41 C -0.110
42 C -0.078
43 C -0.076
44 C -0.073
45 C -0.088
46 C -0.387
47 C -0.100
48 C -0.081
49 C -0.085
50 C -0.077
51 C -0.104
52 H 0.010
53 H 0.102
54 H 0.102
55 H 0.103
56 H 0.105
57 H 0.099
58 H 0.103
59 H 0.104
60 H 0.102
61 H 0.102
62 H 0.086
63 H 0.098
64 H 0.105
65 H 0.104
66 H 0.104
67 H 0.096
68 H 0.089
69 H 0.103
70 H 0.102
71 H 0.106
72 H 0.107
73 C -0.188
74 Si 0.466
75 C -0.192
76 C -0.199
77 C -0.258
78 C -0.096
79 C -0.090
80 C -0.194
81 N -0.089
82 C -0.781
83 S 0.495
84 H 0.031
85 H -0.003
86 H 0.031
87 H 0.029
88 H 0.033
89 H -0.001
90 H 0.030
91 H 0.031
92 H 0.030
93 H 0.086
94 H 0.092
95 H 0.094
96 I 0.887
97 C -0.739
98 C -0.133
99 C -0.041

Run B
ORCA calculation (wB97M-V/def2-TZVPD) on C43H51IN5P2RbS2Si as an isolated structure.

Total charge: 0
Multiplicity: 1
LUMO, eV: 0.131
HOMO level, eV: -6.58
M, u: 1004.5

Geometry (Å):
1 Rb -0.05692 -1.60543 0.37729
2 C 0.36862 -5.59285 0.42657
3 C -0.05313 -5.15626 -0.98288
4 N -1.01835 -4.07956 -0.98265
5 C -2.41710 -4.40039 -0.85272
6 C -2.85113 -4.83369 0.55085
7 S -2.36035 -3.72268 1.91196
8 C -1.20466 -4.74337 2.87336
9 C 0.29353 -4.51055 2.65748
10 N 0.69318 -4.44430 1.26344
11 H -0.44094 -6.14812 0.89518
12 H 1.20351 -6.30125 0.34377
13 H 0.82631 -4.78135 -1.51420
14 H -0.40346 -6.04602 -1.53214
15 H -0.84215 -3.46338 -1.77012
16 H -2.97460 -3.50111 -1.12766
17 H -2.74165 -5.20029 -1.54149
18 H -3.94010 -4.89510 0.57112
19 H -2.48333 -5.82970 0.79152
20 H -1.42648 -4.54099 3.92190
21 H -1.47553 -5.78562 2.70576
22 H 0.57096 -3.55671 3.11765
23 H 0.81470 -5.29750 3.22831
24 H 1.67757 -4.20523 1.19704
25 N 0.46410 1.24555 1.50534
26 P 0.01305 0.85176 3.11439
27 C -0.11534 2.46677 3.97554
28 C -1.22333 3.31160 3.91691
29 C -1.19830 4.54436 4.54744
30 C -0.06722 4.94606 5.24791
31 C 1.03747 4.11270 5.31865
32 C 1.00916 2.87601 4.68709
33 C -1.75466 0.37936 3.03637
34 C -2.52365 0.10445 1.90692
35 C -3.84260 -0.31923 2.03506
36 C -4.41433 -0.48090 3.28287
37 C -3.65582 -0.22426 4.41808
38 C -2.34429 0.19505 4.29322
39 P -0.32937 2.19952 0.29954
40 C -0.22167 3.93060 0.89853
41 C 0.92465 4.47117 1.47817
42 C 0.93735 5.78403 1.91165
43 C -0.19379 6.57992 1.75310
44 C -1.33508 6.05580 1.17045
45 C -1.35005 4.72862 0.75358
46 C 1.02808 2.25584 -0.92979
47 C 2.08676 1.35464 -0.96900
48 C 3.06493 1.45392 -1.95174
49 C 2.99612 2.45104 -2.90683
50 C 1.93140 3.34569 -2.88876
51 C 0.95692 3.24556 -1.91371
52 H 1.47837 1.27034 1.45712
53 H -2.10759 3.00475 3.37069
54 H -2.05911 5.19774 4.48629
55 H -0.05023 5.91078 5.73886
56 H 1.91689 4.41906 5.87043
57 H 1.86846 2.21640 4.75168
58 H -2.12693 0.21811 0.90601
59 H -4.41901 -0.52855 1.14232
60 H -5.43933 -0.81455 3.37533
61 H -4.08702 -0.35426 5.40219
62 H -1.76383 0.39135 5.18872
63 H 1.81232 3.85741 1.59081
64 H 1.82746 6.19367 2.37195
65 H -0.18052 7.60916 2.08854
66 H -2.21579 6.67279 1.04619
67 H -2.24652 4.30609 0.31293
68 H 2.16749 0.54982 -0.24924
69 H 3.87265 0.73332 -1.97309
70 H 3.75366 2.52219 -3.67610
71 H 1.86132 4.12170 -3.63979
72 H 0.13531 3.95336 -1.90671
73 C -0.67961 0.50716 -7.15941
74 Si 0.11906 -0.48456 -5.77017
75 C 0.13390 -2.26385 -6.34108
76 C 1.83615 0.22135 -5.57571
77 C -0.98261 -0.24783 -4.25838
78 C -2.13053 0.52115 -4.33740
79 C -2.98633 0.65671 -3.24537
80 C -2.64588 -0.01604 -2.09686
81 N -1.54636 -0.75931 -1.95761
82 C -0.69610 -0.87810 -3.00622
83 S 0.77118 -1.80746 -2.80002
84 H -0.07255 0.40989 -8.06286
85 H -0.74646 1.57177 -6.92619
86 H -1.68308 0.14745 -7.39817
87 H 0.71926 -2.36725 -7.25826
88 H -0.88621 -2.59155 -6.55649
89 H 0.55478 -2.91122 -5.57561
90 H 2.32249 0.27592 -6.55473
91 H 2.44009 -0.38491 -4.90446
92 H 1.78228 1.23247 -5.16729
93 H -2.37499 1.02551 -5.26507
94 H -3.88710 1.25293 -3.29440
95 H -3.28710 0.04550 -1.22033
96 I 5.81192 -0.12611 3.85231
97 C 4.83484 -0.86612 2.17166
98 C 5.50873 -1.05009 0.97563
99 C 4.79577 -1.52879 -0.11188
100 C 3.44453 -1.79736 0.04043
101 N 2.79916 -1.62661 1.19692
102 C 3.48292 -1.17027 2.24395
103 H 6.56235 -0.82056 0.89278
104 H 5.27698 -1.68279 -1.06787
105 H 2.84441 -2.13436 -0.80147
106 H 2.92710 -1.02751 3.16417

Results of the Löwdin charge analysis, in e, for atoms 1 through 99:
1 Rb 0.596
2 C -0.203
3 C -0.210
4 N -0.153
5 C -0.281
6 C -0.446
7 S 0.856
8 C -0.466
9 C -0.288
10 N -0.123
11 H 0.088
12 H 0.119
13 H 0.104
14 H 0.119
15 H 0.007
16 H 0.113
17 H 0.118
18 H 0.069
19 H 0.063
20 H 0.071
21 H 0.067
22 H 0.108
23 H 0.117
24 H 0.095
25 N -0.468
26 P 0.980
27 C -0.383
28 C -0.094
29 C -0.078
30 C -0.087
31 C -0.087
32 C -0.116
33 C -0.394
34 C -0.155
35 C -0.093
36 C -0.084
37 C -0.076
38 C -0.115
39 P 1.019
40 C -0.396
41 C -0.091
42 C -0.080
43 C -0.088
44 C -0.087
45 C -0.117
46 C -0.349
47 C -0.100
48 C -0.073
49 C -0.093
50 C -0.079
51 C -0.091
52 H 0.015
53 H 0.111
54 H 0.108
55 H 0.104
56 H 0.102
57 H 0.092
58 H 0.014
59 H 0.106
60 H 0.105
61 H 0.105
62 H 0.107
63 H 0.111
64 H 0.106
65 H 0.103
66 H 0.102
67 H 0.099
68 H 0.056
69 H 0.099
70 H 0.106
71 H 0.106
72 H 0.106
73 C -0.199
74 Si 0.484
75 C -0.186
76 C -0.185
77 C -0.255
78 C -0.095
79 C -0.084
80 C -0.191
81 N -0.063
82 C -0.767
83 S 0.495
84 H 0.028
85 H 0.029
86 H 0.030
87 H 0.029
88 H 0.032
89 H -0.002
90 H 0.030
91 H 0.004
92 H 0.016
93 H 0.087
94 H 0.094
95 H 0.089
96 I 0.885
97 C -0.725
98 C -0.127
99 C -0.048

The most stable of them is run B.

Run A
ORCA calculation (wB97M-V/def2-TZVPD) on C3H3N3O2 as an isolated structure.

Total charge: 0
Multiplicity: 1
LUMO, eV: 0.211
HOMO level, eV: -8.88
M, u: 113.1

Geometry (Å):
1 C 0.67614 0.29731 1.95001
2 C 0.53873 0.21887 -0.35249
3 C -0.76689 -0.08587 0.21127
4 H 0.88707 -0.46151 2.89315
5 H 0.86813 1.43084 2.46278
6 H -0.78176 -0.83535 -2.90363
7 N 0.60654 0.31312 -1.66176
8 N -0.62590 -0.03748 -1.90047
9 N -1.54226 -0.52302 -0.88950
10 O 1.53047 0.25095 0.60497
11 O -0.62171 -0.37398 1.62716

In the natural (NBO) picture, each atom carries the following charge in e:
1 C 0.185
2 C 0.332
3 C 0.306
4 H 0.210
5 H 0.206
6 H 0.404
7 N -0.238
8 N -0.210
9 N -0.226
10 O -0.489
11 O -0.481

Run B
ORCA calculation (wB97M-V/def2-TZVPD) on a 2-piece molecular cluster, C3H3N3O2 overall.

Total charge: 0
Multiplicity: 1
LUMO, eV: -0.679
HOMO level, eV: -9.04
M, u: 113.1

Geometry (Å):
1 C 0.97032 1.67410 0.01492
2 C 0.35904 0.50419 -0.03834
3 C -1.31819 -0.93587 -0.25779
4 H 2.77889 2.53071 -0.08242
5 H 0.43206 2.61597 -0.28533
6 H -1.85215 1.07819 0.32848
7 N -0.92531 0.30867 -0.34050
8 N -0.02780 -1.76526 0.12604
9 N 0.87855 -0.85321 0.31731
10 O 2.32859 1.65315 0.18095
11 O -2.44158 -1.34201 -0.05513

In the natural (NBO) picture, each atom carries the following charge in e:
1 C 0.152
2 C 0.106
3 C 0.689
4 H 0.498
5 H 0.194
6 H 0.435
7 N -0.600
8 N -0.151
9 N -0.106
10 O -0.656
11 O -0.561

Run C
ORCA calculation (wB97M-V/def2-TZVPD) on one molecule with the formula C3H3N3O2.

Total charge: 0
Multiplicity: 1
SMILES string: Nc1cnoc(=O)n1
LUMO, eV: -0.549
HOMO level, eV: -10.09
M, u: 113.1

Geometry (Å):
1 C 0.36741 -0.28419 -0.10874
2 C 0.14720 -0.02755 1.26701
3 C -1.50031 0.78079 -0.69503
4 H 2.39491 -0.91204 -0.01618
5 H 1.76325 -0.87868 -1.58392
6 H 0.88003 -0.30627 2.03574
7 N 1.49703 -0.85385 -0.58907
8 N -1.03544 0.33644 1.59902
9 N -0.47678 0.00202 -1.09870
10 O -1.83884 0.78806 0.62471
11 O -2.19846 1.35526 -1.43483

In the natural (NBO) picture, each atom carries the following charge in e:
1 C 0.395
2 C -0.103
3 C 0.810
4 H 0.393
5 H 0.424
6 H 0.226
7 N -0.765
8 N 0.019
9 N -0.530
10 O -0.317
11 O -0.551

The most stable of them is run C.